[1]
ORCA calculation (ωB97M-V/def2-TZVPD) on a gas-phase ion, C8H9N2OS (charge -1) in a non-equilibrium geometry.

Structure (ORCA input):
```
! wB97M-V def2-TZVPD RIJCOSX def2/J DEFGRID3
* xyz -1 1
O -0.878 -2.486 2.446
N -0.525 -1.752 1.407
C -0.006 -0.612 1.691
C 0.440 0.445 0.419
C 0.795 1.755 0.795
C 1.375 2.521 -0.184
C 1.554 2.026 -1.442
C 1.405 0.642 -1.555
N 0.970 -0.174 -0.632
C -0.894 -2.018 0.009
C -2.090 -1.106 -0.385
S -1.975 0.676 -0.133
H 0.127 -0.553 2.765
H 0.441 2.094 1.725
H 1.690 3.584 0.073
H 2.203 2.523 -2.331
H 1.665 0.082 -2.505
H -1.270 -3.039 -0.201
H 0.004 -1.982 -0.649
H -2.161 -1.244 -1.563
H -2.871 -1.382 0.248
*
```

Kohn-Sham gap ... 6.637 eV
Maximum force ... 0.0983 hartree/bohr
E_tot ... -24301.4029 eV
HOMO energy ... -3.00 eV

---

[2]
ORCA calculation (ωB97M-V/def2-TZVPD) on 2 unconnected molecules or ions with the total composition C7H10O in a non-equilibrium geometry.

Structure (ORCA input):
```
! wB97M-V def2-TZVPD RIJCOSX def2/J DEFGRID3
* xyz 0 1
C 0.477 -0.866 1.628
C 1.686 -0.453 0.985
C 1.949 -1.106 -0.216
C 0.901 -1.690 -0.889
C -0.376 -1.903 -0.400
C -0.499 -1.459 0.970
H 0.325 -0.493 2.675
H 2.613 -0.081 1.520
H 2.730 -0.832 -0.990
H 1.042 -1.793 -2.004
H -1.092 -2.340 -0.965
H -1.476 -1.605 1.559
C -2.241 2.844 -0.771
O -0.826 3.037 -0.780
H -2.569 3.894 -1.075
H -2.933 2.303 -1.429
H -2.642 2.517 0.325
H -0.771 1.930 -1.208
*
```

Kohn-Sham gap ... 10.029 eV
Maximum force ... 0.1618 hartree/bohr
E_tot ... -9464.8374 eV
HOMO energy ... -9.46 eV

---

[3]
ORCA calculation (ωB97M-V/def2-TZVPD) on a molecular structure, C5H10N2O in a non-equilibrium geometry.

Structure (ORCA input):
```
! wB97M-V def2-TZVPD RIJCOSX def2/J DEFGRID3
* xyz 0 1
C -0.182 0.300 0.101
C -1.013 0.321 1.361
C 0.588 1.550 -0.206
C 0.239 -0.918 -0.427
N -1.344 -0.084 -1.331
C 0.660 -2.027 -0.966
N 1.791 -0.921 1.192
O 2.386 -0.017 1.669
H -2.329 -0.237 -1.130
H -1.191 0.451 -2.181
H -1.725 1.148 1.321
H -0.357 0.475 2.223
H -1.556 -0.612 1.505
H -0.080 2.413 -0.209
H 1.102 1.486 -1.165
H 1.343 1.696 0.577
H 1.507 -2.547 -0.519
H 0.163 -2.477 -1.815
*
```

Kohn-Sham gap (alpha / beta) ... 6.990 / 7.325 eV
Maximum force ... 0.0465 hartree/bohr
E_tot ... -10367.6817 eV
HOMO energy (alpha / beta) ... -6.07 / -7.13 eV

---

[4]
ORCA calculation (ωB97M-V/def2-TZVPD) on C4H9NO in the gas phase.

Structure (ORCA input):
```
! wB97M-V def2-TZVPD RIJCOSX def2/J DEFGRID3
* xyz 0 1
C 0.406 2.137 -0.172
N -0.479 1.271 0.591
C -0.614 0.073 0.214
C -1.447 -0.930 0.964
O -0.045 -0.401 -0.950
C 1.063 -1.266 -0.783
H 0.808 1.680 -1.082
H -0.129 3.053 -0.439
H 1.248 2.424 0.467
H -2.184 -1.383 0.290
H -0.830 -1.748 1.360
H -1.947 -0.446 1.805
H 1.604 -1.277 -1.732
H 0.744 -2.288 -0.544
H 1.742 -0.906 0.000
*
```

Kohn-Sham gap ... 10.726 eV
Maximum force ... 0.0095 hartree/bohr
E_tot ... -7830.6606 eV
HOMO energy ... -9.75 eV

---

[5]
ORCA calculation (ωB97M-V/def2-TZVPD) on 3 unconnected molecules or ions with the total composition C4H15NO2 in a non-equilibrium geometry.

Structure (ORCA input):
```
! wB97M-V def2-TZVPD RIJCOSX def2/J DEFGRID3
* xyz 0 1
C 0.538 0.990 2.141
C -0.797 0.856 1.416
C -0.688 0.337 -0.007
C -2.045 0.366 -0.715
N -0.095 -1.021 -0.005
H 1.023 0.019 2.236
H 1.208 1.671 1.616
H 0.374 1.389 3.143
H -1.277 1.836 1.378
H -1.490 0.210 1.966
H 0.000 0.979 -0.566
H -1.935 -0.004 -1.737
H -2.781 -0.253 -0.202
H -2.405 1.392 -0.805
H -0.167 -1.379 -0.949
H -0.691 -1.626 0.550
O 0.902 -1.239 -2.905
H 1.313 -1.933 -3.380
H 1.562 -0.932 -2.252
O 2.511 -0.411 -0.670
H 3.252 -0.659 -0.081
H 1.690 -0.587 -0.172
*
```

Kohn-Sham gap ... 10.770 eV
Maximum force ... 0.0312 hartree/bohr
E_tot ... -9977.0174 eV
HOMO energy ... -9.80 eV

---

[6]
ORCA calculation (ωB97M-V/def2-TZVPD) on C4H7NO in the gas phase.

Structure (ORCA input):
```
! wB97M-V def2-TZVPD RIJCOSX def2/J DEFGRID3
* xyz 0 1
C 1.006 -1.109 0.206
C 0.105 -0.213 -0.664
C -1.327 0.051 -0.129
C -0.672 1.274 0.519
O -0.871 1.963 1.485
N 0.378 1.222 -0.400
H 1.786 -1.591 -0.395
H 1.509 -0.483 0.951
H 0.454 -1.880 0.757
H 0.157 -0.491 -1.721
H -1.984 0.393 -0.936
H -1.848 -0.685 0.487
H 1.308 1.549 -0.160
*
```

Kohn-Sham gap ... 10.836 eV
Maximum force ... 0.0106 hartree/bohr
E_tot ... -7798.6079 eV
HOMO energy ... -9.86 eV

---

[7]
ORCA calculation (ωB97M-V/def2-TZVPD) on C31H34N2O4 in the gas phase.

Structure (ORCA input):
```
! wB97M-V def2-TZVPD RIJCOSX def2/J DEFGRID3
* xyz 0 1
O -1.882 -2.009 0.094
C -1.187 -1.017 0.272
C -0.187 -0.967 1.395
C -0.508 -1.085 2.679
C 0.518 -1.006 3.778
C 0.074 -0.051 4.860
C -0.468 1.184 4.524
C -0.857 2.073 5.508
C -0.708 1.741 6.843
C -0.168 0.514 7.188
C 0.220 -0.376 6.201
C 1.868 -0.549 3.199
C 2.097 -1.251 1.863
O 3.324 -0.908 1.326
C 3.800 -1.796 0.306
C 2.734 -2.141 -0.699
C 2.333 -1.215 -1.654
C 1.229 -1.461 -2.449
C 0.506 -2.638 -2.308
C -0.749 -2.895 -3.102
O -1.758 -3.532 -2.365
C 0.938 -3.587 -1.391
C 2.042 -3.342 -0.598
O 1.095 -0.858 0.936
N -1.258 0.068 -0.511
C -0.457 1.263 -0.388
C -1.378 2.494 -0.286
N -2.351 2.594 -1.347
C -1.952 3.274 -2.567
C -0.930 2.587 -3.445
C -1.331 1.711 -4.447
C -0.397 1.049 -5.225
C 0.956 1.260 -5.015
C 1.367 2.147 -4.034
C 0.430 2.807 -3.258
C -3.088 1.358 -1.484
C -2.194 0.116 -1.617
H -1.539 -1.205 2.966
H 0.638 -2.003 4.222
H -0.589 1.443 3.481
H -1.279 3.029 5.232
H -1.012 2.435 7.613
H -0.050 0.247 8.228
H 0.638 -1.334 6.476
H 2.687 -0.779 3.878
H 1.861 0.527 3.019
H 2.016 -2.347 2.006
H 4.178 -2.711 0.785
H 4.633 -1.257 -0.151
H 2.866 -0.280 -1.744
H 0.915 -0.723 -3.175
H -0.524 -3.569 -3.939
H -1.114 -1.946 -3.529
H -1.867 -3.081 -1.508
H 0.381 -4.505 -1.285
H 2.356 -4.083 0.125
H 0.186 1.341 -1.271
H 0.175 1.203 0.495
H -1.935 2.428 0.657
H -0.773 3.402 -0.264
H -2.868 3.437 -3.144
H -1.568 4.254 -2.266
H -2.386 1.549 -4.624
H -0.725 0.367 -5.996
H 1.686 0.740 -5.618
H 2.420 2.325 -3.874
H 0.759 3.506 -2.501
H -3.704 1.246 -0.584
H -3.752 1.428 -2.347
H -1.632 0.153 -2.555
H -2.800 -0.791 -1.590
*
```

Kohn-Sham gap ... 8.915 eV
Maximum force ... 0.0139 hartree/bohr
E_tot ... -43868.9766 eV
HOMO energy ... -8.28 eV